(1)
Here is a 3-piece molecular cluster, C18H36N2O11P2 overall from the Open Molecules 2025 dataset. Energies are from ωB97M-V with the def2-TZVPD basis set.

Positions of all 69 atoms, in Å:
N -1.23947 3.99181 6.44386
O -2.19083 4.08290 7.42811
C -2.07431 2.75524 8.10445
O -0.96957 2.61202 8.88351
O -3.06316 1.64550 7.89557
C -2.16201 0.47744 7.61855
C -1.60820 0.15140 6.08334
C -0.59015 -1.12362 5.93537
N -0.09285 -2.04314 7.01421
C -0.64234 -1.75267 8.38163
C -1.66116 -0.54913 8.82746
H -1.79370 3.69106 5.60331
H -0.77227 4.91344 6.29903
H -1.92370 0.79948 5.13448
H -0.17008 -1.32465 4.83538
H -0.26222 -2.46073 9.26534
H -2.02102 -0.37160 9.93712
O 1.86650 0.74207 2.19474
P 2.54823 0.11472 0.95421
O 1.95722 -1.40791 1.22607
C 0.62698 -1.67914 0.82440
C 0.51069 -1.76659 -0.68575
O 4.02653 -0.10727 1.69464
C 4.42442 0.75030 2.75630
C 4.06193 0.14089 4.10264
O 3.30997 -0.58625 -0.43191
C 3.65332 0.35112 -1.44314
C 4.68684 1.35660 -0.96967
H -0.04946 -0.91771 1.22485
H 0.34443 -2.64082 1.26554
H 0.68551 -0.78935 -1.14604
H -0.48630 -2.10685 -0.98007
H 1.25628 -2.45549 -1.09610
H 3.99044 1.74800 2.63344
H 5.51090 0.87397 2.69424
H 3.03342 -0.22138 4.13487
H 4.20416 0.87156 4.90488
H 4.70434 -0.72320 4.30742
H 2.74478 0.86043 -1.78001
H 4.05358 -0.21428 -2.28994
H 4.27670 2.00290 -0.18855
H 5.01219 1.99328 -1.79692
H 5.55964 0.85067 -0.54569
O -1.47212 0.86778 -4.32181
P -1.88033 -0.36834 -5.16002
O -0.40316 -0.53575 -5.88910
C 0.62350 -1.17878 -5.15634
C 0.37077 -2.67018 -5.03973
O -2.60735 0.51175 -6.37647
C -3.17017 1.78571 -6.09166
C -2.16661 2.89230 -6.38105
O -2.33645 -1.74953 -6.09660
C -3.45054 -2.46234 -5.57714
C -4.71859 -1.62844 -5.57666
H 0.72301 -0.72093 -4.16732
H 1.56131 -1.01167 -5.69657
H -0.50461 -2.86802 -4.41364
H 1.23029 -3.17646 -4.59108
H 0.17222 -3.11111 -6.02209
H -3.53336 1.82821 -5.05962
H -4.04706 1.91310 -6.73542
H -1.18532 2.69099 -5.94899
H -2.53129 3.85032 -5.99778
H -2.01809 2.98934 -7.46262
H -3.21338 -2.80548 -4.56505
H -3.59396 -3.34654 -6.20529
H -4.63730 -0.79076 -4.87828
H -5.57805 -2.23433 -5.27701
H -4.90959 -1.20588 -6.56785

Computed properties:
SMILES string ... CCOP(=O)(OCC)OCC.CCOP(=O)(OCC)OCC.NOC(=O)Oc1ccncc1
HOMO-LUMO gap ... 6.9 eV
HOMO level ... -9.02 eV
LUMO ... -2.093 eV
Electronic energy ... -2326.82008 Eh
Strongest force on any atom ... 10.0 eV/Å

(2)
Here is a 3-piece molecular cluster, C4H15N3O overall from the Open Molecules 2025 dataset. Energies are from ωB97M-V with the def2-TZVPD basis set.

Positions of all 23 atoms, in Å:
C -1.27015 -1.37524 -0.49813
C -2.15155 -0.54263 -1.42866
N -1.91714 -1.47615 0.79818
O 0.05479 -0.87171 -0.46185
H 0.13833 0.62491 -0.36381
H -1.20024 -2.39700 -0.89473
H -1.99490 -0.56153 1.23181
H -1.39998 -2.08584 1.42068
H -2.27327 0.46670 -1.03353
H -3.13328 -1.00274 -1.53059
H -1.68100 -0.47148 -2.40810
C 2.83889 0.40651 0.17898
C 0.13071 1.89911 -0.23364
N 1.95297 0.71288 1.28757
N 1.26712 -0.28552 1.67148
H 0.73770 -0.07597 2.51802
H 0.62909 -0.82616 0.74415
H 2.97200 1.31725 -0.39961
H 3.80389 0.13897 0.62117
H -0.21205 2.14262 -1.24122
H -0.68854 2.06132 0.46733
H 0.92231 2.59501 0.02385
H 2.47432 -0.39333 -0.46934

Computed properties:
HOMO-LUMO gap ... 7.6 eV
HOMO level ... -8.41 eV
LUMO ... -0.778 eV
Energy relative to the best compared isomer or geometry (same formula, charge and spin) ... 427.00 kJ/mol
Electronic energy ... -400.75555 Eh
Strongest force on any atom ... 3.2 eV/Å

(3)
Here is a 2-piece molecular cluster, C3H6N2O2 overall from the Open Molecules 2025 dataset. Energies are from ωB97M-V with the def2-TZVPD basis set.

Positions of all 13 atoms, in Å:
C 0.75601 -0.80055 1.56688
C -0.60478 0.75567 -0.51509
C 0.37062 -0.29315 -1.28734
N -0.98248 1.27910 1.76767
N -0.55709 0.49702 0.77550
O 1.44637 -0.32036 2.34912
O -1.30806 1.64885 -0.96641
H 0.27841 -1.74399 1.11662
H 1.42966 -0.03793 -0.98020
H 0.49087 0.02975 -2.34627
H 0.09190 -1.44738 -1.22376
H -0.98790 2.30739 1.50134
H -1.74124 0.86411 2.19866

Computed properties:
HOMO-LUMO gap (spin up / spin down) ... 8.3 / 8.3 eV
HOMO level (spin up / spin down) ... -8.24 / -8.24 eV
LUMO (spin up / spin down) ... 0.021 / 0.022 eV
Energy relative to the best compared isomer or geometry (same formula, charge and spin) ... 492.78 kJ/mol
Electronic energy ... -377.77165 Eh
Strongest force on any atom ... 5.4 eV/Å

(4)
Here is C21H22AuClN10O2 as an isolated structure from the Open Molecules 2025 dataset. Energies are from ωB97M-V with the def2-TZVPD basis set.

Positions of all 57 atoms, in Å:
Au -1.63926 0.44190 0.13406
N -4.61728 1.38293 1.65107
C -4.60060 0.05778 1.24516
N -5.57854 -0.78553 1.51139
N -5.14781 -1.95812 0.98252
N -3.98915 -1.81629 0.43537
N -3.61337 -0.52490 0.57972
C -3.86877 2.40354 1.09079
N -4.21093 3.67196 1.19423
N -3.20995 4.33391 0.56411
N -2.33158 3.51330 0.10682
N -2.72933 2.25724 0.42596
H -5.48778 1.68482 2.05329
Cl 5.41605 3.58091 1.10939
C 3.87715 2.87726 0.66236
C 3.79636 2.03426 -0.46165
C 2.58810 1.51748 -0.82500
C 1.36340 1.82817 -0.11810
O 0.27844 1.45428 -0.61805
C 1.50774 2.57576 1.08831
C 0.45167 2.78426 2.09530
O -0.61084 2.22664 2.16635
C 2.74744 3.12022 1.41820
H 4.69255 1.79419 -1.02042
H 2.49453 0.84573 -1.67052
H 0.72792 3.54175 2.86583
H 2.81919 3.73139 2.30977
C -1.28986 -0.37914 -3.24120
C -0.58854 -1.71374 -2.95316
C -1.59432 -2.76966 -2.48616
C 0.63145 -1.61580 -2.04610
C 1.88278 -1.70716 -2.64122
C 3.06622 -1.71777 -1.91362
C 2.97002 -1.71587 -0.53010
C 1.74649 -1.66361 0.12512
C 1.73152 -1.69914 1.64158
C 1.41576 -0.32383 2.24120
C 0.81285 -2.77618 2.22252
C 0.55079 -1.51868 -0.62633
N -0.61248 -1.33059 0.04765
H -1.92217 -0.48199 -4.12737
H -0.57253 0.42564 -3.40834
H -1.93580 -0.06975 -2.41969
H -0.18287 -2.05895 -3.90882
H -1.96650 -2.56823 -1.47943
H -1.13947 -3.76391 -2.48008
H -2.45777 -2.78983 -3.15691
H 1.92363 -1.76556 -3.72509
H 4.02781 -1.75557 -2.40914
H 3.87133 -1.78109 0.07210
H 2.75372 -1.96241 1.93168
H 0.42405 0.01933 1.92908
H 2.14735 0.42034 1.91818
H 1.42102 -0.36440 3.33423
H -0.22919 -2.59756 1.95426
H 0.90010 -2.78535 3.31255
H 1.08928 -3.76440 1.84636

Computed properties:
HOMO-LUMO gap (spin up / spin down) ... 5.9 / 6.4 eV
HOMO level (spin up / spin down) ... -1.61 / -2.09 eV
LUMO (spin up / spin down) ... 4.269 / 4.269 eV
Total charge ... -2
Electronic energy ... -2107.31932 Eh
Multiplicity ... 3
Strongest force on any atom ... 1.2 eV/Å

(5)
Here is one molecule with the formula H2NPS from the Open Molecules 2025 dataset. Energies are from ωB97M-V with the def2-TZVPD basis set.

Positions of all 5 atoms, in Å:
N -0.75540 -0.07658 -0.04705
P 0.68181 -0.90056 0.05071
S 2.35782 0.78182 -0.09129
H -0.70896 0.90511 0.16638
H -1.57527 -0.70978 -0.07875

Computed properties:
SMILES string ... NP=S
HOMO-LUMO gap (spin up / spin down) ... 7.1 / 7.1 eV
HOMO level (spin up / spin down) ... -8.53 / -8.53 eV
LUMO (spin up / spin down) ... -1.411 / -1.410 eV
Energy relative to the best compared isomer or geometry (same formula, charge and spin) ... 148.57 kJ/mol
Electronic energy ... -795.45180 Eh
Strongest force on any atom ... 5.3 eV/Å